C56H43FI3N9O5PRb as an isolated structure at a distorted geometry. Source: the OMol25 dataset; level of theory: wB97M-V/def2-TZVPD.

Positions of all 119 atoms, in Å:
Rb  -1.19468  0.42235  3.14812
O  -1.53298  -3.60824  5.51234
C  -1.78276  -2.39792  4.99838
O  -1.83341  -2.07236  3.83070
C  -1.83148  -1.43392  6.11557
C  -2.26976  -1.94122  7.37578
C  -2.41116  -1.06967  8.40630
C  -2.15512  0.26941  8.19568
C  -1.60244  0.67716  6.98099
N  -1.52554  -0.16836  5.94244
C  -1.06486  2.10166  6.63108
O  -0.83908  2.88856  7.61897
O  -0.77635  2.26131  5.45812
H  -1.22618  -4.22217  4.81131
H  -2.41949  -2.99081  7.50866
H  -2.69678  -1.47001  9.38895
H  -2.39846  1.05496  8.91093
C  -2.66245  -2.49158  -2.82909
N  -2.84142  -1.52275  -1.72999
C  -1.84270  -1.27131  -0.84745
N  -2.13724  -0.25984  -0.01738
C  -3.41999  0.09254  -0.37253
C  -3.90992  -0.70491  -1.46085
C  -5.02383  -0.62047  -2.43125
C  -5.29494  0.58637  -3.05771
C  -6.23740  0.65581  -4.14946
C  -6.89348  -0.50587  -4.54250
C  -6.69254  -1.72229  -3.84199
C  -5.78282  -1.77252  -2.76992
C  -4.16166  1.06654  0.42406
C  -5.53710  0.80985  0.69882
C  -6.27426  1.65748  1.49902
C  -5.67815  2.86131  1.90494
C  -4.36015  3.14598  1.60867
C  -3.58568  2.22031  0.94349
P  -0.16045  -1.77793  -0.98199
C  0.84932  -1.40326  0.42010
N  1.13534  -0.22979  0.96352
C  2.25119  -0.38400  1.70694
C  2.71888  -1.71471  1.69767
N  1.75409  -2.38242  0.92964
C  1.97023  -3.75039  0.40858
C  3.94345  -2.39426  2.12336
C  3.85766  -3.57158  2.89677
C  5.03539  -4.25211  3.17460
C  6.29473  -3.63209  2.98002
C  6.36981  -2.49915  2.15191
C  5.22835  -1.88444  1.70154
C  2.76827  0.76424  2.45148
C  2.14722  2.02827  2.23890
C  2.56736  3.11624  2.96492
C  3.61137  2.97453  3.91199
C  4.23603  1.71535  4.08524
C  3.84016  0.64539  3.32081
C  0.54850  -0.90395  -2.37986
N  0.91938  0.34421  -2.28111
C  1.67799  0.61981  -3.43469
C  1.88540  -0.51580  -4.20990
N  1.08815  -1.51928  -3.55723
C  0.99563  -2.90933  -4.00365
C  2.81946  -0.76159  -5.37822
C  2.38822  -1.31952  -6.60033
C  3.25640  -1.26613  -7.67687
C  4.53449  -0.69484  -7.56633
C  4.99622  -0.17167  -6.33217
C  4.07188  -0.21244  -5.25342
C  2.07921  1.98922  -3.78248
C  1.94482  2.90520  -2.73327
C  2.25682  4.25394  -2.94397
C  2.79975  4.65646  -4.18781
C  2.86645  3.76061  -5.27799
C  2.42675  2.45801  -5.06026
H  -2.30582  -3.45618  -2.47237
H  -1.93870  -2.13191  -3.56980
H  -3.59978  -2.75164  -3.29409
H  -4.86095  1.51063  -2.68422
H  -6.30869  1.63227  -4.63636
H  -7.55713  -0.46298  -5.39123
H  -7.24683  -2.56786  -4.13141
H  -5.73733  -2.70928  -2.21263
H  -5.89938  -0.20010  0.39405
H  -7.23262  1.23840  1.91314
H  -6.35847  3.58094  2.39896
H  -3.96396  4.14320  1.86871
H  -2.33036  2.43938  0.98340
H  2.15730  -4.44025  1.28184
H  2.86784  -3.79971  -0.26452
H  1.09409  -4.05347  -0.14983
H  2.94458  -3.83174  3.42035
H  4.98189  -5.22633  3.61299
H  7.14631  -4.10048  3.45240
H  7.31720  -2.08051  1.85790
H  5.34394  -0.91766  1.20903
H  1.37998  2.19166  1.46802
H  2.22203  4.11692  2.75505
H  3.91803  3.81180  4.52099
H  5.03420  1.63043  4.84915
H  4.45156  -0.29624  3.37642
H  1.95930  -3.41493  -4.05582
H  0.52006  -2.90903  -4.99112
H  0.35206  -3.44651  -3.29385
H  1.41093  -1.84253  -6.69408
H  2.98162  -1.62948  -8.70768
H  5.24508  -0.74597  -8.33573
H  5.92806  0.35660  -6.17267
H  4.35548  0.14047  -4.23211
H  1.51354  2.52210  -1.80233
H  2.23899  4.96232  -2.09122
H  3.14417  5.70080  -4.23270
H  3.33585  4.03649  -6.25797
H  2.30900  1.74800  -5.91489
I  -7.50276  -2.16665  2.18997
O  -0.47130  4.74713  -1.51928
N  -1.56217  5.21650  -1.88032
I  0.83992  4.35396  7.21371
I  3.16156  5.84508  6.33620
N  -3.49870  3.71219  -2.02920
C  -2.64578  4.44730  -1.84700
F  -1.21148  2.49066  1.41244

Atoms 1-3, force components in eV/Å:
Rb 0.1102 1.1699 -0.9401
O 0.4531 -1.2568 -1.0656
C 0.7099 1.4245 -1.0709

The molar mass is 1438.170 g mol⁻¹. The calculation puts the gap between HOMO and LUMO at 3.8 eV. As for the total charge: -2. The calculation puts the highest occupied orbital energy at -0.0732 Eh. The max |F| is 4.187 eV/Å.